Density functional theory data (ωB97M-V/def2-TZVPD) for a structure of composition C36H60NO6SSn.

```
105
Properties=species:S:1:pos:R:3:forces:R:3:mulliken_charge:R:1
H 4.378 0.565 0.297 0.0 0.0 0.0 0.15
C -0.286 -0.176 1.174 -0.1 0.0 0.1 -1.28
H 2.393 -0.456 5.569 0.0 0.0 0.0 0.48
H 3.653 0.050 -5.344 0.0 0.0 0.0 0.34
C -4.772 1.184 -4.359 0.0 0.0 0.0 -2.08
C -1.249 0.855 -0.714 -0.5 0.3 -0.1 -1.42
O 4.048 -1.532 -1.321 0.0 -0.2 0.1 -0.30
C 2.608 -1.442 5.154 0.0 0.0 0.0 -2.23
C -1.715 0.337 -2.076 0.1 0.0 0.1 0.90
H 4.000 1.715 -3.519 0.0 0.0 0.0 0.34
C -2.389 -1.409 5.190 0.0 0.0 0.0 -1.57
C -3.039 4.164 -0.572 0.0 -0.1 0.0 1.78
H 1.898 -2.162 5.565 0.0 0.0 0.0 0.43
H -1.537 1.965 5.026 0.0 0.0 0.0 0.34
H 4.752 -0.170 -2.660 0.0 0.0 0.0 0.14
H -4.172 3.374 1.129 0.0 0.0 0.0 0.38
H 4.680 -0.856 3.526 0.0 0.0 0.0 0.50
H 2.055 -3.537 3.441 0.0 0.0 0.0 0.37
H -2.085 6.089 -0.444 0.0 0.0 0.0 0.46
C 2.596 0.044 -5.069 0.0 0.0 0.0 -0.99
C -2.188 -0.053 4.483 0.0 0.0 0.0 1.60
H -3.185 -1.303 5.926 0.0 0.0 0.0 0.48
H 0.733 -4.804 1.229 0.0 0.0 0.0 0.23
C 2.526 1.967 -1.939 0.0 0.2 -0.1 -0.26
H 2.463 2.416 -4.027 0.0 0.0 0.0 0.60
O 2.433 0.370 -3.683 0.0 0.1 0.0 0.08
O 2.883 0.918 -1.030 0.0 0.1 0.1 -0.28
H 5.518 -2.894 -0.790 0.0 0.0 0.0 0.43
C 4.837 -0.353 -1.591 0.1 -0.1 0.0 -0.54
C -3.528 0.393 -3.945 0.0 0.1 0.1 1.94
O 1.827 -1.182 0.785 0.1 0.0 0.2 0.64
C 2.603 -1.435 3.624 0.0 0.0 0.1 1.98
C -2.865 1.027 -2.744 0.1 0.0 -0.1 -0.26
S 1.004 -4.948 -1.101 -0.2 0.1 -0.1 0.30
H -2.687 -2.186 4.484 0.0 0.0 0.0 0.35
C -1.811 5.089 -0.779 0.0 0.0 0.0 -1.63
H 2.032 -6.980 -1.705 0.0 0.0 0.0 0.45
C -3.522 0.408 3.902 0.0 0.0 0.0 -2.06
C -4.231 4.741 -1.338 0.0 0.0 0.0 -2.12
H 2.116 -5.770 -3.004 0.0 0.0 0.0 0.37
H -1.499 -1.742 5.723 0.0 0.0 0.0 0.37
H -1.678 -0.254 -4.939 0.0 0.0 0.0 0.34
H 3.776 -0.453 2.066 0.0 0.0 -0.1 -0.19
C 1.262 -0.946 3.089 0.0 0.0 -0.2 -0.76
H 0.306 -0.809 4.936 0.0 0.0 0.0 0.63
H -5.120 4.114 -1.250 0.0 0.0 0.0 0.46
H 2.434 -5.175 0.787 0.0 0.0 0.0 0.24
H -5.483 1.290 -3.537 0.0 0.0 0.0 0.48
H 3.598 -1.732 5.504 0.0 0.0 0.0 0.41
H -2.522 3.877 1.555 0.0 0.0 0.0 0.40
H -4.377 -1.507 -4.491 0.0 0.0 0.0 0.47
C 0.200 -0.679 3.870 0.0 0.1 0.0 -0.22
H -0.768 0.700 5.997 0.0 0.0 0.0 0.34
H 1.171 -6.447 0.712 0.0 0.0 0.0 0.52
C 2.862 -2.868 3.134 0.0 0.0 0.0 -1.21
C 4.631 -2.435 -0.356 0.0 0.0 -0.1 -0.42
H -3.111 -1.663 -3.283 0.0 0.0 0.0 0.31
H -3.972 2.807 -2.721 0.0 0.0 0.0 0.77
H 3.221 -5.639 -1.595 0.0 0.0 0.0 0.30
C 3.721 -0.496 3.151 0.0 0.0 0.0 -1.41
H 4.886 -1.903 0.559 0.0 0.0 0.0 0.39
H 1.443 2.061 -1.853 0.0 0.0 0.0 -0.19
C 1.386 -5.386 0.582 0.1 0.0 0.0 -0.84
O -1.075 -0.550 -2.581 -0.1 -0.1 0.0 -0.40
H -2.180 1.403 -5.341 0.0 0.0 0.0 0.36
H -3.052 0.026 -6.011 0.0 0.0 0.0 0.49
H 2.186 -0.952 -5.219 0.0 0.0 0.0 0.30
H -4.476 5.714 -0.915 0.0 0.0 0.0 0.44
C -3.193 2.236 -2.243 0.0 0.1 0.2 -0.41
H 4.820 1.710 -0.974 -0.1 0.0 0.0 0.53
C -1.692 0.994 5.499 0.0 0.0 0.0 -1.54
H -1.531 5.153 -1.832 0.0 0.0 0.0 0.40
H -2.450 1.114 6.273 0.0 0.0 0.0 0.49
H -4.246 0.513 4.709 0.0 0.0 0.0 0.45
C 4.285 0.781 -0.767 0.1 0.0 0.0 -0.43
H -3.756 5.082 1.234 0.0 0.0 0.0 0.54
H 2.966 -2.913 2.050 0.0 0.0 0.0 -0.10
C -2.604 2.807 -1.053 -0.2 0.1 -0.3 -0.18
C -1.352 0.008 2.106 0.1 0.1 0.1 -0.40
H 3.786 -3.240 3.581 0.0 0.0 0.0 0.52
H -3.438 1.383 3.415 0.0 0.0 0.0 0.39
H -1.240 2.518 0.605 0.0 0.0 0.0 0.93
N -0.344 0.090 -0.085 0.6 -0.1 0.0 0.53
C -3.386 4.104 0.930 0.0 0.0 0.0 -1.63
H -4.717 -1.058 -2.825 0.0 0.0 0.0 0.40
C -2.533 0.392 -5.125 0.1 0.0 0.0 -1.59
H 2.053 0.756 -5.692 0.0 0.0 0.0 0.31
Sn 1.755 -1.274 -1.583 -0.3 0.1 -0.3 1.36
C 2.229 -5.932 -1.935 0.0 0.0 0.0 -0.99
C 1.038 -0.803 1.647 -0.2 -0.1 -0.1 1.23
H -4.523 2.174 -4.745 0.0 0.0 0.0 0.41
O 1.488 -3.494 -1.260 0.2 -0.2 0.2 -0.64
H 2.980 2.905 -1.613 0.0 0.0 0.0 0.47
H 5.885 -0.544 -1.356 0.0 0.0 0.0 0.54
H -4.010 4.900 -2.394 0.0 0.0 0.0 0.47
H -3.930 -0.313 3.191 0.0 0.0 0.0 0.40
C -1.643 2.103 -0.308 0.2 -0.3 0.1 -0.14
H -0.949 4.760 -0.198 0.0 0.0 0.0 0.37
H 3.885 -3.196 -0.141 0.0 0.0 0.0 -0.27
C 2.915 1.666 -3.369 0.0 0.0 0.0 -0.70
C -3.950 -1.047 -3.601 0.0 0.0 0.0 -1.64
H -5.277 0.646 -5.160 0.0 0.0 0.0 0.44
H 3.576 0.516 3.534 0.0 0.0 0.0 0.41
C -1.134 -0.232 3.417 0.0 0.0 0.1 -0.35
H -2.307 0.360 1.744 0.0 0.0 0.0 0.96
```
Positions in Å, forces in eV/Å.

As for the charge: +3. The relative energy (zero: lowest compared OMol25 entry of this formula, charge and spin) comes out at 4.0 kJ/mol. The HOMO-LUMO gap is 6.12 eV. For the LUMO energy, the calculation gives -10.56 eV.

---

Density functional theory data (ωB97M-V/def2-TZVPD) for a structure of composition C36H61AlB2BeBr2ClF11InMgN5O9P at a distorted geometry.

```
132
Properties=species:S:1:pos:R:3:forces:R:3:mulliken_charge:R:1
H 0.695 5.947 5.403 0.0 0.0 0.0 0.27
H -3.236 -2.504 4.264 0.0 0.1 0.3 0.46
H -2.130 2.542 6.348 0.0 0.0 0.0 0.22
C -5.025 -0.510 -0.227 -0.2 -0.2 0.2 -1.04
F -4.060 -7.601 -0.821 1.2 -0.3 0.9 -0.13
H -1.957 4.274 6.014 0.1 0.0 -0.2 0.30
C 0.941 4.276 4.055 -0.1 0.8 0.2 0.32
F -0.316 0.770 9.176 0.1 -0.1 -0.2 -0.40
C -1.544 -2.721 2.983 0.0 0.5 0.3 0.83
Br 0.191 -0.554 2.836 -0.5 0.1 0.1 -0.15
C 3.937 6.653 -2.070 0.0 -0.1 0.1 0.73
H 3.226 -5.514 3.943 0.2 -0.3 0.0 0.31
H 4.736 10.048 -0.427 0.0 0.0 0.0 0.42
O -0.575 -3.629 -1.484 1.7 -0.1 2.2 0.22
O 3.203 -5.205 -0.505 -0.2 0.1 0.1 -0.54
C 2.897 -3.963 -2.924 0.1 -0.1 0.1 -0.65
H -5.936 -0.720 -0.775 0.1 -0.1 0.0 0.33
H 0.183 -3.474 -4.884 0.0 -0.1 0.0 0.29
H 4.612 -6.401 -1.363 0.0 0.0 0.0 0.33
C 3.888 -5.579 -1.456 0.0 -0.1 0.0 0.04
H -3.489 1.628 -2.534 -0.1 -0.1 0.1 0.27
H 1.161 4.456 6.222 -0.1 0.0 0.0 0.43
C 2.561 2.036 -0.272 -0.2 0.0 -0.2 -0.18
H -2.880 0.515 0.494 -0.1 0.0 0.0 0.52
C -4.022 1.129 -3.341 0.4 0.5 0.4 -0.86
B -0.383 -4.431 -0.454 -1.8 -1.0 -3.3 0.13
F 4.639 -0.477 0.674 0.2 -0.1 0.2 -0.27
H 2.194 0.995 -2.114 0.0 0.0 0.0 0.73
Mg 0.990 5.939 -3.281 -0.8 0.2 -0.2 -0.03
C 3.261 4.321 -0.469 0.1 0.2 -0.1 -0.21
Br -2.143 -4.535 2.770 0.1 -0.1 -0.1 -0.11
Al -0.794 2.296 9.716 0.0 0.1 0.0 0.62
N -3.863 -0.444 -1.092 -0.2 0.0 -0.5 0.45
C 0.175 -1.607 -5.435 -0.1 -0.2 0.2 -0.57
N -4.914 -2.226 -3.113 0.6 -1.0 0.3 0.31
C 3.220 4.211 -1.860 0.1 -0.1 0.1 0.62
H -0.544 -1.658 -3.395 -0.1 0.0 0.0 -0.35
C 4.219 8.000 -0.089 0.0 0.1 0.0 -0.56
F -5.649 -6.000 -0.009 0.6 -0.1 0.1 -0.30
O -0.898 -5.655 -0.322 1.3 0.8 1.3 -0.43
H -0.345 -0.022 -4.051 0.0 0.0 0.0 0.42
H 3.599 -2.913 0.690 0.1 0.0 0.0 0.62
F -5.461 -6.424 -2.227 0.5 -0.3 -0.2 -0.26
F -6.439 -7.933 -0.837 0.7 -0.6 0.0 -0.25
H 2.559 2.972 4.482 0.0 0.1 0.0 0.40
C 3.587 5.366 -2.725 0.6 -0.1 -0.1 -0.26
H -0.774 -5.922 0.602 0.0 -0.6 -0.1 0.24
C 2.646 -2.427 0.531 -0.8 -0.1 0.1 -1.02
F -2.410 2.535 9.304 -0.1 0.1 -0.2 -0.41
H 1.025 2.364 4.794 -0.1 0.2 0.0 0.46
C 2.940 3.228 0.316 -0.2 -0.2 0.1 -0.05
C 3.720 -0.625 1.635 -0.7 0.4 -0.3 0.72
C 3.630 5.606 0.194 0.0 0.1 0.0 0.50
H -3.108 -1.337 2.979 0.0 0.3 0.1 0.23
F -0.558 2.458 11.358 0.1 0.0 0.2 -0.37
H 2.984 3.318 1.393 0.1 0.1 0.0 0.63
H -2.809 0.126 -5.480 0.0 0.0 0.1 0.47
H 4.204 8.094 0.987 0.0 -0.1 0.0 0.49
H -3.896 -4.016 -3.596 0.0 0.0 0.0 0.21
O -2.879 -2.665 -1.755 2.4 0.5 -1.4 -1.15
H -5.183 0.470 0.231 0.1 0.0 0.1 0.39
H -5.588 -3.992 -4.045 -0.1 0.2 0.0 0.43
H -2.873 -1.567 -5.032 -0.1 -0.1 0.0 0.24
H 2.796 2.932 -3.529 0.1 0.1 0.0 0.49
H 4.790 9.822 -2.886 0.0 0.0 0.0 0.42
C -2.657 -0.018 -0.430 0.6 0.0 0.1 -1.23
H -0.818 -1.654 -5.894 0.1 0.1 -0.1 0.32
H 3.141 -3.126 -2.271 0.0 0.1 -0.1 0.12
H -1.472 -3.158 -1.414 -1.3 0.7 -0.9 0.26
C 2.835 3.010 -2.451 0.0 -0.1 0.0 -1.15
Cl -3.173 -6.897 0.432 -0.6 -0.6 -0.1 0.33
H 2.301 1.192 0.343 -0.1 -0.1 -0.1 0.64
P -3.547 -1.473 -2.422 -5.5 0.8 1.8 0.73
H 0.814 -0.990 -6.064 0.0 -0.1 0.0 0.36
O 2.573 -1.124 1.170 0.4 -0.2 -0.1 -0.11
O 3.671 5.688 1.404 -0.1 0.0 0.1 -0.71
H 2.453 -2.287 -0.524 0.3 0.1 -0.2 0.08
F 3.420 0.606 2.110 0.4 -0.1 0.4 -0.10
H -2.010 -0.870 -0.176 0.1 0.1 0.1 0.12
H 2.349 5.362 5.287 0.0 0.0 0.0 0.42
Be -0.966 6.837 3.420 -0.1 0.9 -0.3 0.04
H 1.003 -6.120 2.860 -0.4 0.4 0.6 0.44
In 0.977 -3.620 1.356 1.7 1.1 1.2 1.00
C 1.662 -5.310 2.570 -0.5 -1.1 -0.9 -0.31
H -6.670 -2.181 -1.924 0.0 0.0 -0.1 0.35
H -6.417 -0.737 -2.944 0.1 0.0 0.1 0.26
H 5.283 -4.734 -4.150 0.0 0.0 0.0 0.33
H 3.678 -4.814 2.270 0.1 0.4 0.2 0.25
H 5.288 -6.353 -3.431 0.0 0.0 0.0 0.30
C 1.304 5.050 5.316 0.2 -0.2 0.1 -1.47
N 1.598 2.929 4.143 0.1 -0.4 -0.1 -0.08
H -0.631 3.346 6.782 -0.2 0.2 0.2 0.17
O 3.582 5.258 -3.940 0.1 0.0 0.1 -0.55
C -4.879 -3.676 -3.278 0.2 -0.3 0.4 -1.36
C 3.933 6.776 -0.675 0.0 -0.2 -0.1 0.23
C 2.500 1.927 -1.657 0.1 0.1 0.0 -1.07
H -3.822 1.714 -4.240 0.0 -0.2 -0.1 0.40
C 4.255 7.751 -2.862 0.0 0.1 0.0 -0.55
C 4.653 -5.540 -3.774 -0.1 0.1 0.0 -0.94
C -1.434 3.319 6.045 0.2 -0.3 0.5 -0.62
H 1.583 2.437 3.248 0.1 0.0 0.0 -0.05
H 4.270 7.649 -3.939 0.0 -0.1 0.0 0.51
C -6.289 -1.820 -2.885 -0.1 0.7 -0.4 -1.16
H 4.021 -5.902 -4.585 0.0 0.0 0.0 0.34
O -0.889 2.937 4.766 -0.5 0.0 -0.2 -0.27
C -3.403 -0.619 -4.948 0.0 0.0 -0.1 -1.21
C 4.520 9.094 -0.886 0.0 0.0 0.0 -0.53
C -0.555 3.975 3.888 0.0 -0.6 0.0 -0.53
C -2.530 -1.877 3.732 -0.2 -0.6 -0.4 -1.38
H -6.926 -2.234 -3.668 0.1 -0.1 0.0 0.36
H 1.879 -4.289 -2.702 0.0 0.1 -0.1 0.12
H 1.072 -0.983 -3.576 0.0 0.0 0.0 0.23
H -4.924 -1.258 0.572 0.0 0.0 0.0 0.26
C 2.928 -5.218 2.941 -0.1 0.4 -0.4 -0.65
H -2.023 -1.185 4.392 0.0 0.1 0.1 0.45
H 1.336 4.791 3.178 0.1 -0.1 -0.1 0.43
H -1.184 4.888 3.997 0.5 -0.8 0.3 0.08
O 0.748 -2.913 -5.425 0.1 0.1 0.0 -0.52
F 4.244 -1.333 2.637 0.2 -0.1 -0.1 -0.26
F 0.119 3.459 8.853 0.1 0.0 -0.2 -0.43
H -5.135 -4.185 -2.348 0.0 -0.1 0.0 0.54
C -0.360 -2.347 2.505 -0.1 -0.6 -0.5 -0.27
H -2.080 0.666 -1.066 0.1 -0.1 0.0 0.23
N -3.578 -0.241 -3.545 2.1 -0.5 -0.7 0.46
H -0.747 3.593 2.877 0.1 0.1 -0.1 0.43
H -4.369 -0.724 -5.449 0.0 0.0 0.0 0.34
C 0.081 -1.028 -4.034 0.1 0.0 0.0 -0.15
N 3.827 -5.056 -2.680 0.0 0.0 -0.1 0.17
H 2.953 -3.642 -3.960 0.0 -0.1 0.0 0.43
H -5.093 1.184 -3.137 0.0 -0.1 0.0 0.20
B -5.545 -6.943 -0.984 -3.3 1.5 -0.5 0.51
C 4.546 8.968 -2.269 0.0 0.0 0.0 -0.54
```
Positions in Å, forces in eV/Å.

As for the charge: +1. The HOMO-LUMO gap is 1.30 eV. For the LUMO energy, the calculation gives -7.21 eV.